(1)
ORCA calculation (the ωB97M-V functional and the def2-TZVPD basis) on 3 unconnected molecules or ions with the total composition C30H70F10N11O7P3S in a non-equilibrium geometry.

Geometry as XYZ:
```
132
Properties=species:S:1:pos:R:3:forces:R:3
S -1.150 -3.455 -0.628 -0.0519 0.1035 0.9522
P 4.660 0.241 -3.749 1.7857 -1.3774 0.7701
P -2.783 8.370 2.213 -2.0118 -1.7013 4.6673
P 0.622 -8.975 0.694 0.7640 -4.3993 2.6946
F -3.813 -3.000 -2.756 0.1840 -0.4723 0.2841
F -3.387 -0.890 -2.873 -0.0825 0.0442 0.1602
F -2.264 -4.008 0.350 -0.0420 -0.1518 -0.1478
F -0.172 -4.590 -0.139 -0.0608 0.0712 -0.0910
F 0.966 0.460 -0.762 -0.1921 -0.1622 -0.1694
F -0.630 -2.531 0.556 0.1523 0.0319 -0.1010
F -3.300 -1.957 -0.424 -0.2885 -0.1880 0.1818
F 0.021 -2.920 -1.569 -0.0450 -0.0583 -0.2889
F -1.689 -4.435 -1.753 0.1796 0.0515 -0.2489
F -1.569 -0.906 -1.061 0.5472 0.2418 -0.3805
O 4.443 0.412 -5.319 -0.3006 0.5536 0.0659
O 1.874 1.023 -2.785 -0.2245 -0.4469 0.6551
O 1.912 -8.650 0.026 -1.4789 2.2034 -1.1094
O 2.299 -4.051 2.690 -0.0570 -0.3680 0.1544
O 4.615 1.729 -3.172 -0.6846 0.1632 -0.4411
O 3.571 -2.904 1.263 0.0563 0.1821 -0.1396
O -1.748 7.385 1.797 0.2574 1.6234 -2.3792
N 3.571 -0.883 -1.562 0.6343 -0.5299 -0.5929
N 2.793 4.027 1.455 -0.0489 0.1184 -0.1220
N 1.740 6.060 1.926 -0.3478 -0.0496 0.1589
N 6.057 -0.392 -3.476 -0.3145 0.0404 0.0021
N 2.414 5.505 -0.351 -0.2567 -0.0641 -0.0080
N -4.071 7.308 2.675 0.2026 -0.0146 0.1143
N -2.086 9.102 3.595 0.2099 0.0560 -0.3650
N 0.494 -10.664 0.323 0.1795 0.0308 0.1757
N 0.959 -8.732 2.351 0.0474 0.3261 -0.2458
N -3.864 9.657 1.782 1.2277 -0.3701 -2.2624
N -1.102 -8.769 0.773 0.5823 1.6481 -1.9004
C 1.113 5.997 -0.870 0.1507 0.4846 0.3582
C 1.907 -0.336 -3.226 0.1365 -0.0426 -1.3124
C -4.550 7.238 4.043 -0.2792 0.3008 0.0422
C 1.475 -0.462 -4.711 -0.0008 -0.6145 0.2956
C -0.967 -1.045 -4.127 0.6115 -0.5624 -0.4526
C 2.986 -2.721 -0.033 -0.1325 -0.3406 -0.2076
C 1.430 -7.385 2.684 0.3319 0.1024 -0.2151
C 1.304 -11.103 -0.808 0.1433 0.0868 -0.1003
C 2.337 5.128 1.028 0.5682 -0.2482 0.3037
C 3.350 -0.837 -3.010 -1.1466 1.4314 0.2153
C 0.330 -1.472 -4.842 -0.1618 0.1119 0.1939
C 1.173 2.753 -1.328 -0.2464 -0.3009 -0.0743
C -1.948 -9.556 -0.140 -0.1067 -0.2773 0.0301
C 2.088 -1.685 2.754 -0.1901 0.1960 -0.2127
C 0.903 1.338 -1.831 0.3743 0.9392 -0.3056
C 0.512 -11.674 1.365 -0.3854 -0.0311 0.1341
C -2.248 -2.028 -1.241 -0.7676 -0.3168 0.4237
C -1.804 -2.295 -3.820 -0.2884 0.0596 -0.3756
C 2.624 -2.991 2.251 -0.0229 -0.0338 0.0676
C -2.800 -2.120 -2.694 0.4112 0.9082 -0.6758
C -3.187 10.580 0.831 0.2268 0.2881 0.4062
C 0.172 3.798 -1.836 0.6271 0.6347 0.5739
C -3.981 5.964 2.112 0.1446 -0.0959 -0.1019
C -1.443 -7.340 0.544 0.0501 0.1042 0.5438
C -0.784 9.722 3.356 0.2849 -0.2749 -0.1324
C 4.027 -2.170 -1.017 -0.5402 0.4846 0.7910
C -2.815 9.851 4.602 -0.2210 0.3917 -0.0729
C -5.164 9.313 1.181 -0.2667 -0.0820 0.1299
C 0.172 -9.268 3.445 -0.4297 0.0848 0.0935
C 0.004 4.963 -0.836 0.0617 -0.4053 -0.2242
H -0.939 5.472 -1.042 0.0472 0.1111 0.0224
H -3.283 5.324 2.664 0.0162 -0.0154 -0.0486
H -0.882 -6.697 1.224 0.0401 -0.0619 -0.0102
H -0.873 10.730 2.927 0.0234 0.0189 0.0997
H -2.412 -2.519 -4.700 -0.0776 -0.0645 0.0604
H 1.287 6.336 -1.893 -0.0065 -0.0551 -0.0321
H 2.601 -3.681 -0.394 0.0355 -0.0916 0.1976
H -0.231 9.808 4.294 -0.0674 -0.0119 0.0451
H 1.249 -0.988 -2.652 0.0889 0.2628 0.4552
H -2.996 10.104 -0.136 -0.0710 0.0370 -0.0452
H 0.708 -9.090 4.379 0.0828 0.0732 -0.0621
H -2.144 10.056 5.438 0.0961 -0.0443 -0.0680
H 0.901 -12.043 -1.196 -0.0637 -0.0147 0.1068
H -1.217 -7.025 -0.480 -0.0892 -0.0197 -0.0245
H 3.174 3.515 0.660 -0.1080 -0.0902 -0.0048
H -4.969 5.497 2.136 -0.0365 0.0849 0.0802
H 3.083 6.266 -0.419 0.0442 -0.0383 -0.1304
H -5.343 6.492 4.114 0.0881 -0.1012 -0.0925
H 0.098 -1.699 -5.884 0.1531 0.0549 -0.0508
H -3.648 9.296 5.015 -0.0004 0.0223 -0.1173
H -0.188 9.109 2.681 -0.0836 -0.0264 -0.0312
H -0.365 -11.595 2.010 0.0637 0.0592 0.0085
H 0.567 4.240 -2.753 -0.3991 -0.2375 -0.3003
H -1.166 -3.162 -3.679 -0.0542 -0.0184 0.2421
H 0.444 -12.666 0.913 0.1075 0.0436 -0.1108
H -1.633 -9.488 -1.184 -0.0465 -0.0037 -0.0386
H 0.802 6.857 -0.269 -0.1639 0.0212 -0.1074
H 1.227 5.539 2.629 -0.0287 0.0013 -0.0205
H 4.937 -1.997 -0.441 0.1468 -0.2788 -0.1342
H 2.192 3.013 -1.613 -0.0131 0.1320 0.0361
H -5.078 8.626 0.335 -0.0405 0.0098 -0.0416
H -1.975 -10.601 0.149 0.1963 -0.0098 -0.0092
H -5.835 8.880 1.915 0.1350 -0.1377 0.0453
H 0.035 -10.341 3.377 -0.0429 0.0729 -0.0888
H 0.604 -6.669 2.793 0.0325 -0.0104 0.0985
H -0.816 -8.796 3.540 0.0048 -0.0097 -0.0345
H 4.217 -0.159 -1.284 0.0504 -0.0904 0.1240
H -2.502 -7.168 0.733 -0.0134 -0.0675 0.0307
H 1.134 2.729 -0.240 -0.0359 -0.1373 0.0219
H -0.813 3.357 -1.989 0.0677 -0.1170 -0.2311
H 1.814 -1.023 1.931 0.0860 0.0038 -0.0284
H 0.685 -2.411 -4.402 -0.0087 -0.0200 -0.0005
H -5.016 8.176 4.348 0.0789 -0.0035 -0.0071
H 1.982 -7.400 3.625 -0.0284 -0.0794 0.0204
H -5.636 10.233 0.830 0.1733 0.0622 -0.0373
H 2.855 -1.173 3.336 0.0168 -0.0523 0.0409
H 2.354 -11.264 -0.535 0.0142 0.0261 -0.0478
H -3.658 5.992 1.074 0.0555 0.0174 0.0262
H 6.021 -1.263 -2.965 0.2225 -0.0600 -0.0999
H -3.188 10.818 4.237 -0.0118 -0.0248 -0.0257
H 4.195 -2.918 -1.790 0.2228 0.1571 -0.1403
H 5.336 0.345 -5.695 -0.1162 -0.1187 -0.1087
H -0.090 4.546 0.172 -0.0646 0.1058 0.0589
H 2.107 -7.012 1.920 -0.0541 -0.0415 -0.0536
H 1.225 0.508 -5.140 0.0738 0.0502 0.0306
H -2.973 -9.185 -0.066 0.0751 0.1713 0.0278
H 2.323 -0.891 -5.246 -0.0379 0.3395 -0.3381
H -3.761 6.971 4.758 -0.0466 0.0166 0.0386
H 1.278 -10.378 -1.617 0.0372 0.0375 0.0426
H 2.457 6.551 2.451 0.0818 0.1312 -0.2388
H -2.230 10.916 1.234 -0.0121 -0.0639 0.0256
H 1.422 -11.638 1.979 -0.0359 -0.0414 0.0364
H 4.266 1.777 -2.275 -0.0865 0.1079 -0.0628
H -3.798 11.466 0.666 -0.0512 -0.0155 0.0599
H -0.091 1.293 -2.291 -0.1296 -0.4693 0.2903
H 1.205 -1.874 3.357 0.0805 0.0282 0.1263
H 3.448 -1.810 -3.493 0.1682 -0.0692 0.1023
H 2.134 -2.043 0.046 0.1044 0.1795 -0.1486
H -1.517 -0.399 -4.809 -0.1092 0.2337 0.2805
H -0.700 -0.491 -3.234 -0.2344 0.0213 0.1080
```
Forces are in eV/Å.

Output
SMILES ... [H]/N=C(/N)NCCCC[C@H](F)O[C@@H](CCCCC(F)(F)C(F)(F)S(F)(F)(F)(F)F)[C@H](NCCOC(C)=O)P(=N)(O)O.CN(C)P(=O)(N(C)C)N(C)C.CN(C)P(=O)(N(C)C)N(C)C
Energy relative to the best compared isomer or geometry (same formula, charge and spin) ... 0.000 eV
LUMO level ... 0.36 eV
HOMO ... -8.3 eV
Energy ... -4734.9507 Ha

---

(2)
ORCA calculation (the ωB97M-V functional and the def2-TZVPD basis) on 5 unconnected molecules or ions with the total composition C30H70F3N9O8P.

Geometry as XYZ:
```
121
Properties=species:S:1:pos:R:3:forces:R:3
P 0.624 -4.713 -1.674 0.2238 -0.0283 0.0684
F 6.686 0.888 4.080 -0.1719 0.2652 -0.0805
F 6.746 -1.189 3.511 -0.0896 -0.1864 -0.1937
F 8.329 -0.346 4.721 0.2877 -0.0700 0.0814
O 1.127 2.354 -1.874 0.0310 -0.0562 0.0184
O 0.380 -6.148 -1.826 -0.0056 0.2057 -0.0294
O -5.309 -4.644 1.895 0.0899 -0.0416 0.0201
O 1.819 -4.186 -2.585 -0.1043 -0.0234 -0.1334
O 4.889 -0.661 5.497 0.0167 0.1444 0.0310
O -0.605 -3.742 -1.965 -0.1258 -0.0840 -0.1605
O -1.563 4.077 -8.430 -0.0213 0.0734 0.0176
O -0.875 3.386 3.143 0.0219 0.0007 0.0543
N 0.214 4.714 -0.463 0.0286 -0.0378 -0.1144
N 1.630 -4.291 3.076 -0.0948 0.1047 -0.2162
N 2.477 -2.346 3.447 0.0523 0.1870 -0.2835
N 1.551 -3.042 2.764 -0.0287 0.0241 0.2353
N 2.051 0.653 1.683 -0.0773 0.1062 -0.2341
N -2.351 5.535 1.792 0.1608 -0.1610 -0.0851
N -1.334 4.313 -5.552 -0.0140 -0.1618 -0.0069
N -2.709 -3.438 1.673 0.1198 0.0274 -0.1057
N 2.596 -4.446 3.940 0.0802 -0.2724 0.3693
C -3.913 4.408 3.279 -0.0431 -0.0206 -0.0151
C 2.661 -0.883 3.369 -0.0427 0.1337 0.2197
C 0.656 3.489 -2.590 0.0439 0.1128 -0.0793
C 0.719 5.213 -6.498 0.0286 -0.0059 0.0141
C 2.787 -0.321 1.977 0.0606 -0.2608 -0.1140
C -1.702 -4.220 -2.795 -0.2141 0.1750 0.0985
C 1.070 -4.247 0.011 -0.1449 0.0605 0.0213
C -1.109 5.165 -9.213 -0.0209 -0.0428 -0.0412
C -0.297 4.387 -1.798 -0.0570 -0.0467 0.0831
C -5.138 -3.273 2.177 -0.0517 0.0482 -0.0410
C 3.119 -3.252 4.193 0.0705 0.1966 -0.1779
C 3.001 -2.812 -4.150 -0.0500 -0.1934 -0.0314
C 0.562 -2.515 1.811 -0.4329 0.0733 -0.3344
C -1.709 3.823 -1.674 -0.0339 0.0324 -0.0055
C -0.172 3.982 -6.382 -0.0084 0.1037 0.0199
C 0.252 1.253 -1.830 0.0093 -0.0337 0.1005
C -5.568 -5.479 3.009 -0.0751 -0.0052 -0.0243
C -1.145 3.217 4.519 0.0311 -0.0058 -0.0324
C -1.952 3.109 2.270 -0.0174 -0.0398 -0.0973
C -3.351 -3.285 4.021 0.0186 0.0002 -0.0040
C 1.959 -2.831 -3.052 0.0659 -0.0569 -0.0307
C -3.714 -2.889 2.594 0.0481 -0.0244 0.0691
C -1.336 -4.304 -4.265 0.0225 0.0714 -0.0618
C 4.116 -1.729 5.998 -0.0765 -0.0664 0.1527
C -2.968 4.245 2.092 -0.0331 0.1208 0.0981
C 7.019 -0.325 4.508 -0.0971 -0.0381 0.2089
C -0.568 3.365 -7.729 0.0109 -0.0889 0.0055
C 0.981 -2.753 0.360 0.3385 0.0234 0.0461
C 4.238 -2.999 5.137 0.0926 -0.2666 0.0899
C 6.272 -0.718 5.768 0.1776 -0.0667 0.0643
H 1.517 5.061 -7.227 -0.0029 0.0000 -0.0023
H 3.537 -0.768 1.314 0.0428 0.0420 0.0889
H -1.952 4.903 -6.103 0.0274 0.0671 0.0538
H 1.552 4.061 -2.837 0.0217 -0.0249 0.0391
H -1.572 4.115 4.972 -0.0302 -0.0134 -0.0046
H -0.998 2.378 -7.539 -0.0184 0.0140 -0.0145
H -0.309 -4.652 -4.398 -0.1134 -0.0598 0.0156
H 0.399 3.209 -5.854 0.0023 -0.0264 -0.0374
H 0.194 3.179 -3.535 -0.0455 -0.0130 0.0415
H -0.372 5.321 -2.361 0.0359 -0.0198 -0.0511
H -2.397 4.604 -1.352 0.0077 0.0019 0.0236
H 0.448 3.848 0.016 -0.0505 0.0255 0.0501
H -5.865 -2.941 2.929 0.0369 -0.0002 0.0275
H 0.867 0.365 -1.679 0.0206 -0.1164 -0.0211
H 3.264 -1.783 -4.404 -0.0202 -0.0750 0.0040
H 0.409 -1.457 2.023 0.1186 -0.0938 0.0859
H 0.261 -2.223 -0.270 -0.0653 -0.1550 0.1429
H 1.948 -2.276 0.180 -0.0365 0.0445 -0.0396
H -2.463 2.187 2.589 -0.0238 0.0193 -0.0010
H -4.289 3.445 3.631 0.0028 0.0006 0.0008
H 3.898 -3.348 -3.831 -0.0484 0.1433 0.0062
H 5.167 -2.980 4.553 -0.0488 0.0817 0.1313
H -1.877 3.471 -5.379 0.0141 -0.0002 0.0041
H -2.041 -5.179 -2.401 0.1555 0.0081 -0.0442
H -4.650 -5.833 3.484 0.0003 0.0277 0.0151
H -0.377 -3.045 2.014 0.0595 0.0648 0.0800
H 1.094 5.214 -0.547 -0.0589 0.0872 0.0361
H -3.154 -4.354 4.100 -0.0279 -0.0073 -0.0064
H -6.120 -6.342 2.642 0.0028 -0.0013 0.0002
H -1.833 2.381 4.688 -0.0076 -0.0025 0.0162
H 2.083 -4.635 0.160 -0.1461 -0.0447 0.1150
H -3.574 3.968 1.222 0.0131 -0.0559 -0.0015
H -0.129 4.951 -9.653 0.0053 0.0116 -0.0075
H -5.370 -2.753 1.244 -0.0115 -0.0200 -0.0045
H 4.378 -1.970 7.032 0.0866 0.0991 -0.0830
H -3.420 4.911 4.111 0.0143 -0.0105 0.0013
H -6.178 -4.961 3.755 -0.0011 -0.0078 0.0097
H 6.611 -1.723 6.039 -0.0685 0.0342 -0.0245
H -2.890 -3.087 0.736 0.0113 0.0184 0.0046
H -3.658 -1.798 2.527 -0.0328 0.0069 -0.0170
H -0.311 1.129 -2.762 0.0160 0.0554 -0.0051
H 0.388 -4.831 0.638 0.1124 0.0213 -0.0266
H -1.488 2.914 1.300 0.0259 0.0161 0.0208
H -1.043 6.091 -8.637 0.0303 -0.0096 0.0087
H -2.448 -2.761 4.338 0.0136 -0.0120 -0.0076
H -2.488 -3.480 -2.633 0.0141 -0.1439 -0.0130
H -1.663 5.734 2.514 -0.0662 0.0635 0.0310
H -4.765 5.023 2.991 0.0192 0.0290 0.0033
H -1.830 5.308 -10.015 -0.0016 0.0030 0.0006
H -1.759 3.020 -0.937 0.0075 -0.0108 -0.0209
H 1.176 5.436 -5.533 -0.0277 0.0122 0.0106
H 1.829 -0.385 3.873 0.0381 -0.0958 -0.0673
H 3.091 -1.351 6.010 0.0509 -0.1576 0.1049
H -0.197 3.003 5.012 0.0053 0.0077 0.0045
H 0.992 -2.484 -3.418 0.0420 0.0770 0.0605
H 4.295 -3.884 5.775 -0.0405 0.0399 -0.1370
H -4.150 -3.032 4.718 0.0013 0.0010 0.0006
H -0.456 1.323 -0.998 -0.0486 -0.0116 -0.0526
H 3.583 -0.671 3.921 -0.1234 -0.0289 -0.1388
H -1.802 5.464 0.938 0.0120 0.0051 0.0109
H 0.318 3.223 -8.364 0.0171 0.0268 0.0261
H -2.062 3.438 -2.632 0.0019 0.0154 -0.0029
H -1.992 -5.017 -4.766 0.0226 0.0532 0.0166
H -1.451 -3.336 -4.760 0.1169 -0.0795 0.0554
H -2.872 -4.440 1.601 0.0089 -0.0054 0.0284
H 2.243 1.011 0.745 -0.0129 0.0661 0.0490
H 0.146 6.091 -6.795 -0.0066 -0.0080 -0.0199
H 6.548 -0.032 6.574 -0.0671 0.0028 -0.0841
H 2.618 -3.311 -5.044 0.0461 0.0686 0.0710
H 2.272 -2.204 -2.212 -0.0279 0.0435 -0.0147
```
Forces are in eV/Å.

Output
Total charge ... +1
LUMO level ... -3.47 eV
HOMO ... -10.4 eV
Energy ... -2920.4702 Ha